Below is a 2-piece molecular cluster, C9H13N3O overall in a non-equilibrium geometry, with properties calculated with ωB97M-V with the def2-TZVPD basis set.

```
26
C9H13N3O, DFT ωB97M-V with the def2-TZVPD basis set
C 4.1836 -1.8795 0.3828
C 3.0221 -2.1633 -0.2452
C 4.5453 -0.5583 0.7125
C 2.1015 -1.1922 -0.6026
C 3.5714 0.3927 0.2768
C 2.3647 0.1218 -0.3697
C 4.1620 2.7900 0.8734
C 1.3223 1.6086 -1.8543
C -4.5199 -0.4232 -0.4014
N 3.8398 1.7235 0.5127
N 1.4458 1.1555 -0.6725
N -2.2615 -0.2128 0.5041
O -3.5945 0.1525 0.5915
H 4.7983 -2.7351 0.4574
H 3.1043 -3.1526 -0.7015
H 5.5286 -0.2551 1.2194
H 1.2277 -1.4834 -1.1583
H 4.6325 3.7002 0.9593
H 1.8433 1.0815 -2.7366
H -3.9662 -0.0823 1.5754
H 0.4522 2.2713 -2.0863
H -5.4458 0.2808 -0.4836
H -4.9685 -1.4019 -0.1040
H -4.0171 -0.3290 -1.4145
H -2.0280 -1.1429 0.6756
H -1.9837 -0.0093 -0.4213
```

Summary:
Spin multiplicity: 1
E_tot (eV): -16038.8212
LUMO (eV): -6.95
Energy above the lowest of the compared OMol25 structures with the same formula, charge and spin (eV): 5.325
Gap between HOMO and LUMO (eV): 8.4
Charge: +2
Largest force on an atom (eV Å⁻¹): 6.0